[1]
DFT (the ωB97M-V functional and the def2-TZVPD basis) results for 2 unconnected molecules or ions with the total composition C5H11NO2.

Atoms and positions in Å:
C: 0.4764 1.0992 1.2337
N: 0.5208 -0.0961 0.6755
C: 1.3976 -0.7848 -0.1918
C: 0.4341 -1.4456 -1.2718
C: -0.8659 -1.6986 -0.4709
C: -0.6130 -1.0200 0.9685
O: 1.2178 1.9832 0.9402
H: -0.3524 1.2617 1.8971
H: 2.2235 -0.1232 -0.5810
H: 1.9778 -1.7814 0.1219
H: 0.7434 -2.2885 -1.7446
H: 0.1337 -0.6547 -2.0887
H: -1.2306 -2.7275 -0.2582
H: -1.7431 -1.1567 -0.9331
H: -0.4495 -1.7902 1.6246
H: -1.5533 -0.5867 1.1060
H: -1.0844 1.8166 -0.9633
H: -1.7877 1.4189 -2.0993
O: -1.9051 1.8147 -1.2422

Cartesian forces (eV/Å) of the 3 atoms listed first:
C -0.57 2.36 0.95
N -1.42 -5.75 0.38
C 2.60 -0.92 -2.45

Multiplicity: 2
Expectation value of S²: 0.773
Charge: +1
Relative energy (zero: lowest compared OMol25 entry of this formula, charge and spin): 2.986 eV
Total energy: -10937.49038 eV
Frontier orbital gap (alpha / beta): 11.736 / 6.403 eV

=====

[2]
DFT (the ωB97M-V functional and the def2-TZVPD basis) results for 34 unconnected molecules or ions with the total composition C6H76ClFO39P2S.

Atoms and positions in Å:
C: -4.1691 -0.9937 1.4870
P: -3.5844 0.1349 2.9134
C: -4.7775 1.6242 2.9868
C: -1.7516 0.6629 2.7329
P: -1.5773 1.9198 4.2090
O: -1.1451 0.8980 5.5960
Cl: 0.0170 3.2916 3.8657
O: -1.4958 1.1923 1.3643
S: -0.7038 0.0722 0.2988
O: 0.6347 0.5620 -0.3746
O: -1.6786 -0.3973 -0.8489
O: -0.5272 -1.1496 1.5190
C: -0.6095 -0.5396 2.8865
C: 0.9302 -0.1260 3.2683
C: 1.8666 -1.4249 3.7509
O: 1.3907 -2.6573 3.9528
F: 3.3131 -1.1276 4.0090
H: -3.5388 -1.9773 1.3554
H: -4.1969 -0.4011 0.4652
H: -5.2780 -1.3552 1.7395
H: -4.6210 2.3046 3.9544
H: -4.7127 2.3511 2.0462
H: -5.8975 1.2107 2.9821
H: -0.2300 1.1840 5.9475
H: -1.1451 -1.2651 3.6595
H: 1.5128 0.3742 2.3546
H: 1.0203 0.6514 4.1605
O: -0.5252 -3.8457 -0.5249
H: -0.1653 -3.7633 0.3710
H: -0.9102 -2.9745 -0.7035
O: 3.4728 0.7155 -1.2334
H: 3.4366 1.5492 -1.7260
H: 2.5647 0.5895 -0.9197
O: 0.2787 -4.5364 2.0865
H: 0.4839 -5.3609 2.5524
H: 0.9576 -3.9178 2.3954
O: 5.0901 -0.2282 1.1080
H: 5.4099 -1.1019 0.8374
H: 4.3834 -0.0312 0.4749
O: -6.4326 -1.4689 -0.5295
H: -6.1128 -2.3427 -0.8001
H: -7.1393 -1.2720 -1.1626
O: 1.5641 4.8506 6.4018
H: 2.3365 4.2657 6.3887
H: 0.9918 4.4983 5.7037
O: -4.8001 4.4355 4.8444
H: -4.4402 4.5180 5.7403
H: -5.1851 5.3067 4.6658
O: -6.6244 -1.1178 -3.4679
H: -6.5020 -0.3303 -4.0192
H: -6.9145 -1.7985 -4.0935
O: 6.9235 -0.5372 3.3982
H: 6.3973 -0.5631 2.5850
H: 6.4286 0.0608 3.9782
O: 1.3406 5.8851 2.9618
H: 0.9180 6.7506 3.0680
H: 2.2666 6.0463 3.1975
O: 0.1961 -2.7968 -3.2891
H: 0.3430 -3.6939 -2.9536
H: -0.2282 -2.3368 -2.5493
O: 0.2884 -3.9134 -6.1310
H: -0.5615 -3.9371 -6.5958
H: 0.0685 -3.5518 -5.2593
O: -7.7682 -1.2518 2.4328
H: -7.4278 -1.4884 1.5569
H: -8.1971 -0.3942 2.2933
O: 2.7323 -4.7336 -1.6671
H: 2.9088 -4.0043 -2.2804
H: 1.8703 -4.5132 -1.2834
O: 3.9693 -4.3979 3.8758
H: 3.5467 -3.5324 3.9820
H: 4.8953 -4.2368 4.1115
O: 0.3844 -1.1170 -6.7663
H: 0.5313 -2.0141 -6.4307
H: -0.0399 -0.6570 -6.0264
O: -6.0977 1.5616 -0.4159
H: -5.7778 0.6879 -0.6865
H: -6.8043 1.7586 -1.0490
O: 5.2441 -4.7963 -0.0557
H: 4.3942 -4.8199 -0.5205
H: 5.0242 -4.4346 0.8159
O: 7.1060 0.4151 -0.9714
H: 6.2561 0.3915 -1.4362
H: 6.8861 0.7768 -0.0998
O: 6.4982 2.8555 3.6173
H: 7.2706 2.2706 3.6042
H: 5.9259 2.5033 2.9192
O: 0.4920 -1.6244 6.6446
H: 0.5339 -2.2962 5.9476
H: 1.0604 -1.9783 7.3452
O: 0.6389 -6.1619 -3.1165
H: 0.6808 -6.8337 -3.8136
H: 1.2073 -6.5157 -2.4160
O: 3.0040 -2.2682 -3.9883
H: 2.9678 -1.4345 -4.4808
H: 2.0959 -2.3942 -3.6745
O: 9.8030 1.8913 0.2111
H: 10.5754 1.3063 0.1980
H: 9.2307 1.5390 -0.4870
O: -7.2257 2.9058 -3.2154
H: -7.6482 3.7713 -3.1092
H: -6.2997 3.0670 -2.9797
O: -4.9951 3.2578 -4.6690
H: -4.8727 4.0453 -5.2202
H: -5.2853 2.5771 -5.2945
O: 4.6166 4.5509 1.8259
H: 4.6585 3.8791 1.1289
H: 5.1849 4.1970 2.5265
O: 4.8671 -4.0521 -5.7351
H: 4.3409 -4.0780 -6.5483
H: 4.3722 -3.4541 -5.1551
O: 4.4286 4.8086 -1.1764
H: 4.0061 5.6741 -1.0702
H: 5.3546 4.9698 -0.9407
O: -4.5318 5.8475 -6.6129
H: -4.9544 6.7131 -6.5067
H: -3.6058 6.0087 -6.3772
O: -9.4437 4.3665 -2.0351
H: -10.1796 4.6754 -1.4855
H: -9.8774 3.9136 -2.7738
O: -3.2592 -2.9444 -2.2626
H: -2.6129 -3.5477 -1.8662
H: -2.9550 -2.0650 -1.9923
O: 3.7161 0.2522 -5.2562
H: 3.2936 1.1177 -5.1500
H: 4.6421 0.4134 -5.0205

Cartesian forces (eV/Å) of the 3 atoms listed first:
C -0.54 -0.19 -1.36
P -0.77 -0.97 1.27
C -0.80 1.84 -0.78

Multiplicity: 1
Total energy: -131956.07377 eV
Frontier orbital gap: 7.395 eV

=====

[3]
DFT (the ωB97M-V functional and the def2-TZVPD basis) results for a molecular structure, C38H28N6O5P2S2V.

Atoms and positions in Å:
V: 1.8671 0.1306 -0.4331
S: -1.0773 -2.0277 -2.5569
P: -1.2023 -0.6045 -1.2232
C: 0.0992 -0.5251 -0.0424
P: -0.1694 -1.0889 1.5949
S: 1.0252 -2.4239 2.3791
C: -1.8431 -1.8261 1.7382
C: -1.9916 -3.0520 1.1009
C: -3.1534 -3.7835 1.2427
C: -4.1844 -3.2964 2.0332
C: -4.0490 -2.0680 2.6578
C: -2.8818 -1.3364 2.5197
C: -0.3728 0.3158 2.7691
C: -0.2505 0.1252 4.1393
C: -0.5649 1.1569 5.0086
C: -0.9854 2.3846 4.5208
C: -1.0718 2.5863 3.1531
C: -0.7716 1.5521 2.2892
C: -2.9450 -0.5408 -0.5821
C: -3.4291 0.5958 0.0581
C: -4.7576 0.6790 0.4284
C: -5.6257 -0.3669 0.1639
C: -5.1519 -1.4965 -0.4807
C: -3.8247 -1.5790 -0.8599
C: -1.3174 1.0431 -2.0568
C: -1.9186 1.1222 -3.3075
C: -2.0517 2.3498 -3.9300
C: -1.5584 3.4992 -3.3304
C: -0.9446 3.4207 -2.0921
C: -0.8443 2.2008 -1.4513
H: -1.1661 -3.4202 0.5055
H: -3.2499 -4.7365 0.7417
H: -5.0912 -3.8753 2.1640
H: -4.8542 -1.6763 3.2687
H: -2.7828 -0.3846 3.0222
H: 0.0828 -0.8346 4.5125
H: -0.4882 1.0068 6.0788
H: -1.2395 3.1875 5.2039
H: -1.3775 3.5453 2.7576
H: -0.8413 1.6804 1.2210
H: -2.7644 1.4223 0.2625
H: -5.1187 1.5709 0.9234
H: -6.6644 -0.3039 0.4626
H: -5.8217 -2.3192 -0.6916
H: -3.4554 -2.4498 -1.3834
H: -2.2524 0.2096 -3.7860
H: -2.5360 2.4161 -4.8947
H: -1.6309 4.4518 -3.8375
H: -0.5297 4.3014 -1.6245
H: -0.3409 2.1325 -0.4993
O: 4.0990 5.2224 1.7386
C: 3.5138 4.2148 1.3449
C: 3.2405 2.9858 2.1634
O: 3.5597 2.8132 3.3432
C: 2.5842 2.0619 1.2507
C: 2.4540 2.6531 -0.0321
O: 1.8726 1.9597 -0.9422
C: 2.9671 4.0088 -0.0390
O: 2.9611 4.8309 -0.9615
O: 2.1327 0.8657 1.3863
N: 3.8990 -1.1360 1.9019
C: 3.9969 -1.7506 0.7185
N: 4.9540 -2.6808 0.6126
C: 5.1586 -3.1542 -0.6201
N: 6.1329 -4.1214 -0.7537
N: 4.5347 -2.7720 -1.7123
C: 3.5468 -1.8713 -1.5224
N: 3.2152 -1.3494 -0.2988
C: 2.8710 -1.3152 -2.6296
C: 3.1662 -1.6454 -3.9678
C: 2.5951 -0.9300 -4.9857
C: 1.7220 0.1159 -4.6528
C: 1.4573 0.3594 -3.3213
N: 1.9798 -0.3293 -2.3140
H: 4.2742 -1.6141 2.7008
H: 3.1221 -0.4875 2.0287
H: 6.7844 -4.1475 0.0157
H: 6.5257 -4.1595 -1.6803
H: 3.8574 -2.4528 -4.1457
H: 2.8216 -1.1474 -6.0207
H: 1.2631 0.7267 -5.4149
H: 0.8064 1.1754 -3.0482

Cartesian forces (eV/Å) of the 3 atoms listed first:
V -0.94 -0.92 1.04
S -0.11 -0.53 -0.52
P 0.53 0.46 0.42

Multiplicity: 4
Expectation value of S²: 3.778
Charge: -2
Relative energy (zero: lowest compared OMol25 entry of this formula, charge and spin): 1.103 eV
Total energy: -124980.53136 eV
Frontier orbital gap (alpha / beta): 4.928 / 6.622 eV